Computed, not measured: one molecule with the formula C3H6BN, with ωB97M-V/def2-TZVPD.

```
11
Properties=species:S:1:pos:R:3
N -2.799 0.034 -1.229
C -1.631 0.048 -0.695
C 0.811 1.246 -0.228
C 0.156 -1.227 0.644
B -0.226 0.065 -0.169
H 1.079 -1.072 1.052
H 1.233 1.155 0.723
H 1.424 1.158 -1.050
H -0.635 -1.533 1.363
H 0.315 -2.021 -0.115
H 0.274 2.147 -0.295
```

Output
Relative energy (zero: lowest compared OMol25 entry of this formula, charge and spin) (kcal per mole): 17.2
Orbital gap (eV): 10.3
SMILES: CB(C)C#N

=====

Computed, not measured: a 2-piece molecular cluster, C3H6BNO2 overall, with ωB97M-V/def2-TZVPD.

```
13
Properties=species:S:1:pos:R:3
O 0.834 -2.119 0.237
O -2.815 0.407 0.155
N -0.650 -0.522 0.002
C 1.812 0.040 -0.348
C 0.631 -0.939 0.022
C 2.126 1.137 0.389
B -2.006 -0.701 -0.144
H -2.469 -1.827 -0.110
H 2.955 1.754 0.020
H 1.567 1.505 1.158
H 2.301 -0.396 -1.224
H -0.598 1.178 0.062
H -3.688 0.484 -0.217
```

Output
Relative energy (zero: lowest compared OMol25 entry of this formula, charge and spin) (kcal per mole): 104.5
Orbital gap (eV): 9.1

=====

Computed, not measured: one molecule with the formula C3H6BNO2, with ωB97M-V/def2-TZVPD.

```
13
Properties=species:S:1:pos:R:3
O -0.390 2.013 -1.791
O 1.496 0.767 -1.200
N 0.594 -0.658 0.324
C 1.861 -0.200 -0.212
C -0.051 1.137 -1.068
C -1.940 -0.231 0.643
B -0.552 -0.050 -0.072
H 2.300 -1.121 -0.647
H -1.785 -0.794 1.556
H 2.557 0.456 0.493
H -2.652 -0.661 -0.073
H 0.862 -1.283 1.065
H -2.302 0.623 0.983
```

Output
Relative energy (zero: lowest compared OMol25 entry of this formula, charge and spin) (kcal per mole): 62.8
⟨S²⟩: 2.01
Orbital gap (alpha / beta) (eV): 5.9 / 6.2
2S+1: 3

=====

Computed, not measured: an isolated ion of composition C3H6Br2ClNOP and charge +1, with ωB97M-V/def2-TZVPD.

```
15
Properties=species:S:1:pos:R:3
Br -0.255 0.729 2.106
Br -1.133 -1.821 -1.697
Cl 2.397 2.204 -1.911
P 2.031 1.403 -0.043
O 3.424 0.763 0.561
N 1.012 -0.113 -0.437
C -1.236 -0.896 -0.004
C -0.199 -0.197 0.413
C -2.524 -0.976 0.817
H 0.732 0.001 -1.424
H -3.206 -1.745 0.428
H 1.582 -0.968 -0.384
H 3.193 0.579 1.495
H -2.328 -1.068 1.892
H -3.034 -0.005 0.651
```

Output
Net charge: +1
Orbital gap (eV): 10.1
SMILES: C/C(Br)=C(\Br)[NH2+]P(O)Cl

=====

Computed, not measured: C3H6Br2O as an isolated structure, with ωB97M-V/def2-TZVPD.

```
12
Properties=species:S:1:pos:R:3
Br -1.311 -2.525 1.566
Br 1.755 -2.145 0.858
O 1.065 1.264 -0.073
C 0.054 2.161 0.457
C -0.429 -1.840 -0.971
C -0.068 -2.067 0.273
H -0.199 3.087 -0.146
H 0.365 -1.667 -1.635
H 0.771 1.106 -0.980
H 0.347 2.574 1.415
H -0.902 1.633 0.561
H -1.448 -1.580 -1.325
```

Output
Relative energy (zero: lowest compared OMol25 entry of this formula, charge and spin) (kcal per mole): 32.6
Orbital gap (eV): 10.2

=====

Computed, not measured: C3H6BrMgO as an isolated structure, with ωB97M-V/def2-TZVPD.

```
12
Properties=species:S:1:pos:R:3
Br -3.647 1.102 -0.996
Mg -3.147 -0.632 -2.383
O 1.863 1.170 1.008
C 0.387 0.604 -0.784
C 1.082 0.377 0.567
C 0.730 -0.887 1.319
H 0.623 1.599 -1.143
H 0.828 -0.138 -1.463
H -0.678 0.399 -0.662
H 0.189 -1.607 0.697
H 0.117 -0.636 2.183
H 1.654 -1.351 1.656
```

Output
Relative energy (zero: lowest compared OMol25 entry of this formula, charge and spin) (kcal per mole): 2.9
Net charge: +1
Orbital gap (eV): 4.4

=====

We obtain electronic energy values of -5373.432; -9467.377; -9465.169; -168635.260; -145339.017; -80735.784 eV for the records listed above, in that order.